1.
ORCA calculation (wB97M-V/def2-TZVPD) on an isolated ion of composition C4H8NO and charge +1 at a distorted geometry.

The geometry in XYZ format:
```
14
Properties=species:S:1:pos:R:3:forces:R:3
C -1.483839 -0.268828 -0.768407 -2.6 0.9 -0.9
C -0.305256 -0.803177 -0.480730 0.1 2.0 0.5
C 0.017770 -2.243589 -0.367563 -0.8 1.3 -0.3
O 1.149322 -2.527827 -0.093855 -0.2 -1.1 0.0
N 0.871568 0.137466 -0.152555 -0.8 -2.6 -0.9
C 0.656303 1.127316 0.869368 -2.9 2.0 1.8
H -2.408648 -0.894090 -0.967445 1.6 0.2 0.3
H -1.851579 0.822547 -0.932855 1.5 -1.8 0.6
H -0.930187 -2.811814 -0.589637 1.2 -0.7 0.3
H 1.681821 -0.457086 0.104991 -0.5 -0.2 -0.3
H 1.091565 0.577591 -1.020524 0.5 0.5 -0.9
H 0.167864 2.096645 0.419761 1.1 -2.0 1.0
H -0.051842 0.708379 1.697540 1.4 0.7 -1.6
H 1.617363 1.320226 1.298818 0.4 0.6 0.3
```
Forces are in eV/Å.

Gap between HOMO and LUMO in eV: 10.478
Relative energy (zero: lowest compared OMol25 entry of this formula, charge and spin) in kcal/mol: 34.8
Strongest force on any atom in eV/A: 3.9
DFT total energy in Ha: -286.8871
Charge: +1
SMILES: C=C(C=O)[NH2+]C

Here are the natural (NBO) charges for atoms 1 to 5, given in e:
1. C -0.299
2. C -0.013
3. C 0.401
4. O -0.477
5. N -0.525

=====

2.
ORCA calculation (wB97M-V/def2-TZVPD) on one molecule with the formula C17H18N4O3S at a distorted geometry.

The geometry in XYZ format:
```
43
Properties=species:S:1:pos:R:3:forces:R:3
C -2.473650 -0.006653 1.781518 0.3 0.0 0.2
C -1.678413 0.178777 3.063949 -0.6 0.2 0.0
O -0.260767 0.165161 2.850080 0.3 -0.3 0.0
C 0.272435 1.271113 2.348055 0.1 0.4 0.1
O -0.349059 2.245625 2.019413 -0.2 0.0 0.2
C 1.797679 1.217749 2.348004 0.0 0.1 -0.5
C 2.434334 -0.155877 2.248855 0.0 0.0 0.1
S 2.384980 2.352622 1.044177 0.4 0.2 0.3
C 1.407662 1.847683 -0.315226 0.0 -0.4 0.2
N 0.801516 0.703931 -0.297574 0.0 -0.1 0.1
C 0.078163 0.439571 -1.416615 0.1 0.8 -0.7
C -0.045045 1.303587 -2.518175 -0.1 -0.5 0.4
C -0.882231 0.611226 -3.414926 0.2 0.0 0.3
N -1.223072 -0.549562 -2.918358 -0.5 -0.2 -0.7
N -0.645294 -0.669692 -1.705437 0.4 0.8 0.0
C -0.824079 -1.856562 -0.983514 -0.1 -0.8 0.4
C -0.226656 -2.049656 0.254704 0.1 0.1 -0.2
C -0.421965 -3.238619 0.934255 -0.1 -0.1 -0.1
C -1.209252 -4.250293 0.401901 0.0 0.0 0.1
C -1.418354 -5.541665 1.131075 0.0 0.0 0.0
C -1.803225 -4.040862 -0.839753 0.1 0.1 0.1
C -1.617540 -2.861943 -1.531132 0.0 0.1 -0.1
C 0.638655 2.565142 -2.534538 0.0 -0.2 0.1
O 0.661979 3.421930 -3.384456 0.0 0.2 -0.2
N 1.372444 2.734319 -1.338815 0.2 0.2 0.1
H -3.534371 0.025978 2.013347 -0.1 0.0 0.0
H -2.238335 -0.961632 1.319717 -0.1 -0.1 0.0
H -2.244423 0.793354 1.082449 0.0 0.1 -0.1
H -1.856153 -0.643135 3.759976 0.0 0.1 0.0
H -1.945491 1.131216 3.534116 0.1 -0.2 0.0
H 2.114058 1.712483 3.274059 -0.1 0.0 -0.1
H 2.286556 -0.570388 1.255961 0.0 0.0 0.0
H 3.502669 -0.079012 2.437358 0.0 0.0 0.0
H 1.989346 -0.821648 2.983870 0.0 -0.1 0.1
H -1.228352 0.923489 -4.378927 -0.1 0.0 -0.2
H 0.370813 -1.266779 0.684879 0.0 0.0 0.1
H 0.046532 -3.374428 1.898297 0.0 0.0 0.1
H -0.964598 -6.363525 0.577975 0.0 -0.1 0.0
H -2.481284 -5.756423 1.229462 -0.1 -0.1 0.1
H -0.974673 -5.506964 2.122689 0.0 -0.1 0.1
H -2.420336 -4.816566 -1.269045 -0.1 -0.1 -0.1
H -2.075230 -2.698026 -2.492821 0.0 0.0 0.0
H 1.876768 3.608653 -1.245054 -0.1 -0.1 -0.1
```
Forces are in eV/Å.

Gap between HOMO and LUMO in eV: 8.876
Relative energy (zero: lowest compared OMol25 entry of this formula, charge and spin) in kcal/mol: 13.3
Strongest force on any atom in eV/A: 1.1
DFT total energy in Ha: -1501.5963
Charge: 0
SMILES: CCOC(=O)[C@@H](C)Sc1nc2c(cnn2-c2ccc(C)cc2)c(=O)[nH]1

Here are the natural (NBO) charges for atoms 1 to 5, given in e:
1. C -0.643
2. C -0.071
3. O -0.512
4. C 0.812
5. O -0.604

=====

3.
ORCA calculation (wB97M-V/def2-TZVPD) on an isolated ion of composition C6H7Br2N4 and charge +1 at a distorted geometry.

The geometry in XYZ format:
```
19
Properties=species:S:1:pos:R:3:forces:R:3
H -2.588902 -1.835825 -1.261711 -0.6 1.1 -0.3
N -1.782532 -2.371305 -1.044760 2.1 -0.8 1.0
C -0.784221 -1.811608 -0.466649 -2.2 -0.8 -0.3
C -0.698702 -0.392335 -0.095017 -1.3 4.0 -0.9
C 0.682122 0.234708 -0.448060 0.9 -3.9 1.1
N 0.916088 1.565456 0.091951 -1.1 3.0 -0.5
Br 1.130541 -0.024041 -2.384574 -0.1 0.5 2.0
N 1.702216 -0.726247 0.717052 -2.3 1.8 -2.8
Br 3.444903 -0.131809 0.644816 0.7 0.1 -0.1
C 1.490978 -2.088893 0.512531 -3.7 1.7 -1.0
C 0.294377 -2.593844 0.050854 2.9 0.7 0.7
C 0.155898 -3.958052 0.296059 -0.3 -1.3 -0.5
N 0.115835 -5.086235 0.481132 -0.1 -0.5 0.2
H -1.543514 0.089740 -0.745761 1.6 -0.2 1.2
H -0.877427 -0.071553 0.993376 0.1 -1.1 -1.3
H 0.916560 2.366142 -0.685472 -0.2 -2.1 1.8
H 1.922624 1.568992 0.471691 -1.2 0.1 0.1
H 0.097888 1.804779 0.823683 2.6 -0.5 -1.6
H 2.085260 -2.723517 1.037850 2.2 -1.7 1.2
```
Forces are in eV/Å.

Gap between HOMO and LUMO in eV: 7.966
Relative energy (zero: lowest compared OMol25 entry of this formula, charge and spin) in kcal/mol: 103.4
Strongest force on any atom in eV/A: 4.3
DFT total energy in Ha: -5599.4730
Charge: +1
SMILES: [H]/N=C1\C[C@]([NH3+])(Br)N(Br)C=C1C#N

Here are the natural (NBO) charges for atoms 1 to 5, given in e:
1. H 0.358
2. N -0.500
3. C 0.231
4. C -0.549
5. C 0.267

=====

4.
ORCA calculation (wB97M-V/def2-TZVPD) on C41H44N8O5S4Ti as an isolated structure at a distorted geometry.

The geometry in XYZ format:
```
103
Properties=species:S:1:pos:R:3:forces:R:3
Ti -0.846256 -0.418111 1.111467 1.6 -0.7 -0.9
C -3.655161 0.679718 2.744094 -0.4 1.0 -0.1
C -3.222876 1.833440 1.816141 -0.6 -0.5 -0.6
S -1.511797 1.983266 1.409219 1.6 0.4 -0.3
C -0.718344 2.691609 2.889820 0.3 -0.9 1.1
C -0.638544 1.685330 4.070251 -0.5 -0.2 -1.1
S 0.170558 0.109560 3.547399 -0.5 0.7 0.5
C -0.713681 -0.951084 4.720161 -0.3 -0.7 -0.4
C -2.157833 -1.243361 4.323823 -1.8 0.1 0.1
S -2.748903 -0.844433 2.621121 0.1 -1.2 0.4
H -4.684344 0.395193 2.557260 -0.3 0.3 -0.2
H -3.612504 1.068418 3.746098 0.0 -0.1 0.6
H -3.512934 2.791111 2.213477 -0.5 0.3 0.2
H -3.649849 1.737684 0.796749 0.0 -0.1 0.7
H -1.324244 3.526445 3.185326 -0.4 0.5 0.2
H 0.298639 3.094229 2.748203 -0.6 -0.4 -0.8
H -1.664533 1.444445 4.419764 0.8 0.2 0.0
H -0.009716 2.077067 4.852645 -0.1 0.3 0.5
H -0.794974 -0.488037 5.716856 0.8 -0.2 -0.4
H -0.191319 -1.917163 4.715368 0.2 0.5 0.4
H -2.855617 -0.677770 4.980378 0.3 -0.3 -0.4
H -2.455265 -2.309231 4.465105 0.6 0.7 -0.2
C -0.994334 5.097686 -1.709396 -0.2 0.7 0.9
O 0.135627 4.250153 -1.695452 0.6 -0.9 -0.4
C 0.624917 3.884021 -2.917100 0.6 0.5 -0.6
C 0.779159 4.790020 -3.960060 0.0 0.8 -0.2
C 1.354885 4.422956 -5.176957 -0.5 1.2 0.5
C 1.809406 3.160394 -5.376737 0.4 -1.8 -2.0
C 1.726177 2.217671 -4.372580 -0.8 1.6 0.8
C 1.153072 2.614772 -3.164322 0.0 -1.9 1.4
N 1.272336 1.616181 -2.095017 0.8 0.4 0.2
C 0.330079 0.915349 -1.408900 1.0 0.7 -0.7
N -0.853780 1.028150 -1.973318 -1.8 0.4 -1.4
C -2.121142 0.475322 -1.673423 1.5 0.0 -0.5
C -2.363504 -0.273295 -0.538663 0.0 0.1 1.1
C -3.681611 -0.746362 -0.439324 -0.6 -1.3 1.3
C -4.674794 -0.492684 -1.335240 0.6 0.7 -1.0
C -4.328931 0.222799 -2.475893 -1.6 -0.1 -0.7
C -3.062225 0.649172 -2.697264 0.0 0.4 -1.0
O -2.670988 1.244598 -3.888255 0.5 0.1 0.8
C -3.524422 1.208820 -5.037464 -0.6 -0.2 0.7
N 0.569994 0.170330 -0.364590 -0.3 0.1 1.1
C 1.898013 0.022115 0.191294 -1.5 -0.5 -0.5
C 2.433318 -1.232004 0.073889 0.1 -1.8 -0.7
C 3.684978 -1.557544 0.551170 -0.3 1.0 0.7
C 4.396497 -0.582694 1.245330 -0.1 -0.4 -0.2
C 3.812859 0.671321 1.452306 0.2 0.2 0.3
C 2.532444 0.976971 0.961444 0.5 0.9 -0.8
O 1.881461 2.205056 0.956136 1.0 0.2 0.7
C 2.653990 3.293259 1.485210 0.2 0.3 1.4
H -1.368258 5.045981 -0.647737 -0.1 0.0 -1.3
H -1.685964 4.781646 -2.499433 -0.2 -0.1 0.5
H -0.745394 6.153175 -1.915490 0.1 -0.3 0.1
H 0.541272 5.844208 -3.806281 -0.2 -0.4 0.0
H 1.454122 5.156270 -5.968913 -0.1 0.0 0.1
H 2.131115 2.840938 -6.396490 0.0 0.4 1.0
H 2.064785 1.218345 -4.438286 0.3 -0.8 -0.3
H 2.195291 1.573568 -1.709564 0.3 -0.1 0.2
H -0.816087 1.465145 -2.904335 -0.2 -0.2 0.6
H -4.029862 -1.442683 0.337806 0.7 0.4 0.2
H -5.671760 -0.865593 -1.233334 -0.4 -0.2 0.2
H -5.083128 0.399982 -3.233818 0.0 -0.1 0.0
H -3.048078 1.814491 -5.799210 0.2 0.0 0.0
H -4.521890 1.649672 -4.808451 0.6 -0.4 -0.2
H -3.614888 0.168260 -5.379317 -0.2 0.3 0.0
H 1.850150 -2.038126 -0.401823 0.1 0.7 0.1
H 3.971744 -2.576896 0.510891 0.6 -0.7 -0.2
H 5.393480 -0.837501 1.629774 -0.5 0.4 0.0
H 4.398361 1.370972 2.030019 -0.2 0.3 -0.1
H 3.550528 3.545708 0.881203 -0.8 -0.1 0.0
H 3.046785 3.022663 2.495274 -0.3 0.1 -0.6
H 2.007398 4.193954 1.681923 0.5 -1.0 -0.8
N -2.574564 -3.741819 -2.002054 -0.5 -0.3 0.5
C -1.724080 -3.705221 -0.955093 -1.2 0.0 0.0
N -0.603971 -3.168734 -1.308515 1.3 0.4 0.9
C -0.784282 -2.869715 -2.592528 0.2 0.0 -1.3
N -1.958123 -3.241088 -3.061289 -0.4 0.8 -1.1
C 0.246868 -2.302822 -3.505242 0.0 -1.0 0.1
C -0.127885 -1.854820 -4.763168 -0.4 0.9 -0.3
N 0.721574 -1.368938 -5.657453 1.7 -0.5 0.3
C 2.044626 -1.519439 -5.327439 -0.8 0.9 -0.6
C 2.401152 -2.051257 -4.098370 0.4 0.6 -0.5
N 1.525832 -2.403387 -3.175789 -0.2 -0.2 0.6
H -3.572420 -3.988627 -2.040716 1.0 0.1 0.0
H -1.999887 -3.999802 0.020174 -0.1 -0.4 0.8
H -1.184629 -1.796692 -4.986020 -0.1 0.0 -0.2
H 2.849256 -1.108254 -6.010051 -1.3 -0.7 0.6
H 3.449881 -2.117346 -3.864209 0.2 -0.2 0.2
O 3.404075 -4.847801 7.053173 0.8 -0.3 0.1
C 3.977505 -4.449737 5.889143 -1.0 0.3 0.0
O 5.151527 -4.282467 5.773840 0.1 -0.1 0.1
C 2.942876 -4.100747 4.847131 0.1 -1.1 0.0
C 3.143097 -2.936259 4.172149 0.9 1.3 -0.5
C 2.218737 -2.429787 3.265647 -0.6 -0.1 0.0
C 1.066360 -3.183149 2.974548 0.5 0.1 0.4
S -0.256931 -2.679385 1.898815 -0.1 -0.1 -0.1
C 0.921455 -4.446678 3.611685 -0.9 0.5 -0.6
C 1.819527 -4.896343 4.554234 0.6 1.2 -0.1
H 2.455800 -4.887556 6.930762 -0.4 0.0 0.1
H 4.083358 -2.396259 4.369310 -0.6 -0.1 -0.1
H 2.380689 -1.427357 2.866150 -0.1 -0.5 -0.1
H 0.009714 -4.999017 3.345218 0.6 0.0 0.3
H 1.679207 -5.804554 5.083975 -0.3 -0.8 0.2
```
Forces are in eV/Å.

Gap between HOMO and LUMO (alpha / beta) in eV: 7.436 / 7.734
Relative energy (zero: lowest compared OMol25 entry of this formula, charge and spin) in kcal/mol: 32.6
Strongest force on any atom in eV/A: 2.7
Spin multiplicity: 2
DFT total energy in Ha: -4845.0522
Charge: +1

Here are the Löwdin charges for atoms 1 to 5, given in e:
1. Ti 0.371
2. C -0.461
3. C -0.467
4. S 0.919
5. C -0.426

=====

5.
ORCA calculation (wB97M-V/def2-TZVPD) on C30H21N5 as an isolated structure at a distorted geometry.

The geometry in XYZ format:
```
56
Properties=species:S:1:pos:R:3:forces:R:3
C -0.618572 -1.901675 0.538554 -0.3 -1.0 -1.0
C -1.214117 -2.674424 -0.505540 -0.6 -1.8 0.1
C -2.461579 -2.258969 -1.005351 -2.5 -0.5 -0.1
N -3.512207 -1.942372 -1.418257 1.6 -0.4 0.9
C -0.771848 -3.979084 -0.941463 1.3 -2.1 -0.8
N -0.383172 -5.038096 -1.318467 -1.3 3.3 1.2
C 0.712847 -2.449495 0.980459 1.3 0.8 0.4
C 1.773886 -2.673994 0.059660 0.1 0.2 0.9
C 3.072134 -3.003468 0.520305 -0.7 -0.1 0.0
C 3.321763 -3.175285 1.896451 -0.4 0.1 0.0
C 2.263900 -3.008978 2.820381 -0.1 -0.1 -1.0
C 0.978603 -2.637962 2.358490 0.7 0.0 -0.1
H -1.258167 -1.596803 1.410496 0.5 0.2 -1.1
H 1.570671 -2.529387 -1.003881 0.2 -0.2 0.5
H 3.880697 -3.157811 -0.211657 -0.5 0.1 0.4
H 4.339507 -3.437414 2.253443 -0.9 0.2 -0.3
H 2.442610 -3.199199 3.884193 -0.2 0.2 -0.4
H 0.201423 -2.475522 3.108767 0.1 0.0 -0.3
C -0.901916 2.085613 4.172852 0.0 0.2 -0.4
C -0.137057 1.019185 3.686400 -0.3 0.6 -0.1
C -0.226724 0.669575 2.343589 -0.3 -0.3 -0.1
C -1.150927 1.310968 1.516537 -0.3 0.1 1.2
N -1.348547 0.846078 0.194286 -0.7 0.5 -1.7
C -0.822062 -0.190858 -0.482591 0.0 1.1 0.3
N -1.280607 0.024273 -1.791382 0.2 0.7 1.1
C -1.136182 -0.865143 -2.898742 -0.4 -0.6 -0.6
C 0.046232 -1.567370 -3.030075 0.4 -0.3 -0.1
C 0.191526 -2.508106 -4.056670 0.0 0.4 -0.7
C -0.806259 -2.654923 -5.031664 0.0 -0.2 0.3
C -2.035202 -2.018215 -4.840001 -0.2 0.8 0.5
C -2.223335 -1.134735 -3.754605 0.6 -0.3 -0.6
C -2.031632 1.220619 -1.813941 0.6 -1.1 1.2
C -2.514396 1.948937 -3.002099 -0.4 0.0 -0.4
C -3.666553 2.760069 -2.887681 0.7 -0.4 -0.1
C -4.039046 3.550650 -3.967958 0.0 0.1 -0.3
C -3.298875 3.526659 -5.155409 0.2 0.3 0.2
C -2.159755 2.720582 -5.265900 -0.7 0.2 0.0
C -1.794254 1.895063 -4.214744 0.0 0.2 0.6
N -2.126667 1.679086 -0.596873 0.5 0.1 -0.6
C -1.957661 2.362312 2.004537 0.1 -0.2 0.2
C -1.793330 2.775200 3.338034 0.2 -0.5 -0.6
H -0.765327 2.431100 5.189273 -0.1 -0.1 0.1
H 0.538638 0.485742 4.348224 0.0 0.1 -0.1
H 0.351702 -0.157146 1.939359 0.1 0.4 0.2
H 0.853001 -1.379880 -2.311041 -0.4 0.0 -0.4
H 1.118257 -3.063091 -4.174291 -0.1 0.1 0.2
H -0.651109 -3.273037 -5.935441 -0.1 0.3 0.8
H -2.876595 -2.180213 -5.529070 0.5 0.1 0.3
H -3.196790 -0.674312 -3.596150 0.4 -0.1 0.0
H -4.245989 2.757323 -1.961938 0.3 0.0 -0.3
H -4.901913 4.215184 -3.884333 0.2 -0.3 0.0
H -3.578915 4.191417 -5.979409 0.1 -0.3 0.3
H -1.584506 2.746301 -6.183628 0.0 -0.1 0.1
H -0.940204 1.226376 -4.323431 -0.2 0.3 0.1
H -2.713661 2.817766 1.347924 0.6 -0.2 0.5
H -2.374891 3.628695 3.702496 0.2 -0.4 -0.1
```
Forces are in eV/Å.

Gap between HOMO and LUMO in eV: 6.973
Relative energy (zero: lowest compared OMol25 entry of this formula, charge and spin) in kcal/mol: 2.2
Strongest force on any atom in eV/A: 3.7
DFT total energy in Ha: -1429.4544
Charge: 0

Here are the natural (NBO) charges for atoms 1 to 5, given in e:
1. C -0.051
2. C -0.534
3. C 0.305
4. N -0.407
5. C 0.310

=====

6.
ORCA calculation (wB97M-V/def2-TZVPD) on a 2-piece molecular cluster, C3H9NO2 overall at a distorted geometry.

The geometry in XYZ format:
```
15
Properties=species:S:1:pos:R:3:forces:R:3
C -1.259169 0.051798 0.433041 0.8 0.7 0.1
C 0.115259 -1.356781 -1.120152 -1.2 0.0 -0.3
C 1.143464 0.722640 1.128966 -0.5 0.4 -0.1
N 0.127202 0.466180 0.133092 0.2 -0.6 -0.2
O -1.678324 -0.466644 -0.742062 1.1 -0.5 -0.2
O 0.149409 1.495270 -0.846001 -0.3 -0.2 0.4
H -0.577992 1.197067 -1.430202 0.2 0.0 0.1
H -1.832012 0.940409 0.743407 -0.1 -0.2 -0.1
H -1.179920 -0.661090 1.276302 0.0 0.1 -0.1
H -0.423918 -1.633965 -2.013433 0.0 -0.2 0.0
H 1.113935 -0.999996 -1.344847 -0.1 0.4 0.1
H 0.090052 -2.108188 -0.340982 -0.1 0.1 0.0
H 1.077106 -0.043691 1.901217 0.0 0.0 -0.1
H 2.120862 0.684034 0.646664 0.0 0.0 0.0
H 1.014048 1.712958 1.574991 0.1 0.0 0.1
```
Forces are in eV/Å.

Gap between HOMO and LUMO (alpha / beta) in eV: 9.081 / 9.081
Relative energy (zero: lowest compared OMol25 entry of this formula, charge and spin) in kcal/mol: 141.2
Strongest force on any atom in eV/A: 1.2
DFT total energy in Ha: -324.7475
Charge: 0

Here are the natural (NBO) charges for atoms 1 to 5, given in e:
1. C 0.076
2. C -0.259
3. C -0.430
4. N -0.105
5. O -0.692

=====

Q: Which formula does entry 2 have?
A: C17H18N4O3S

=====

Q: Which of these has the lowest relative energy (zero: lowest compared OMol25 entry of this formula, charge and spin)?
A: C30H21N5